Entry from OMol25: the molecule C3H4N2 at a distorted geometry (ωB97M-V/def2-TZVPD).

XYZ file:
```
9
Properties=species:S:1:pos:R:3:nbo_charge:R:1
N 0.8712 -0.3730 0.7738 -0.45
N -0.1951 0.6116 -0.8805 -0.53
C -1.0972 -0.2435 -0.3090 -0.11
C 0.9788 0.5820 -0.1263 0.16
C -0.4532 -0.7355 0.7794 -0.10
H -2.1369 -0.2406 -0.5901 0.22
H -0.2889 1.1735 -1.7125 0.41
H -0.9354 -1.3774 1.5012 0.21
H 1.6813 1.3795 -0.2918 0.20
```

## Properties
Charge ... 0
Gap between HOMO and LUMO ... 9.783 eV
ΔE to the lowest compared entry with this formula, charge and spin ... 9.6 kcal/mol
Total energy ... -226.209817 hartree


Entry from OMol25: the molecule C3H4N2 at a distorted geometry (ωB97M-V/def2-TZVPD).

XYZ file:
```
9
Properties=species:S:1:pos:R:3:nbo_charge:R:1
N 0.3702 1.1624 0.9664 -0.30
N 0.1812 1.7003 -0.2706 -0.22
C 0.2142 -0.0794 1.1396 0.07
C -0.0458 -0.6806 -0.2290 -0.63
C 0.0139 0.5394 -0.9275 0.08
H 0.6863 -1.3986 -0.6351 0.29
H -0.3850 0.8591 -2.0153 0.21
H -0.1370 -0.7953 2.1818 0.22
H -0.8980 -1.3073 -0.2103 0.28
```

## Properties
Charge ... 0
Gap between HOMO and LUMO ... 9.750 eV
ΔE to the lowest compared entry with this formula, charge and spin ... 87.7 kcal/mol
Total energy ... -226.085396 hartree


Entry from OMol25: the molecule C3H4N2O (ωB97M-V/def2-TZVPD).

XYZ file:
```
10
Properties=species:S:1:pos:R:3:nbo_charge:R:1
O -0.3399 -1.0131 -0.3929 -0.43
N 1.7939 -0.0857 -0.2520 -0.82
N -1.7063 0.6089 0.2684 -0.43
C -1.6091 -0.5983 -0.1500 0.29
C 0.4249 0.0700 -0.1005 0.41
C -0.3951 1.0696 0.3071 -0.20
H 2.3119 0.2202 0.5606 0.39
H -2.3851 -1.3179 -0.3514 0.19
H -0.1488 2.0814 0.5918 0.22
H 2.0535 -1.0351 -0.4810 0.39
```

## Properties
Charge ... 0
Gap between HOMO and LUMO ... 9.276 eV
ΔE to the lowest compared entry with this formula, charge and spin ... 20.2 kcal/mol
Total energy ... -301.454999 hartree


Entry from OMol25: the molecule C3H4N2O at a distorted geometry (ωB97M-V/def2-TZVPD).

XYZ file:
```
10
Properties=species:S:1:pos:R:3:nbo_charge:R:1
O 0.9013 -1.0837 0.2406 -0.29
N 1.8987 -0.3249 0.8050 0.09
N 1.8081 0.8516 0.3573 -0.21
C -1.2858 -0.4795 -0.0118 -0.64
C 0.7546 0.9480 -0.5136 -0.15
C 0.1131 -0.2517 -0.4672 0.27
H -1.6366 -1.5065 -0.0685 0.23
H -1.0635 -0.2791 1.0461 0.24
H 0.5149 1.8731 -1.0186 0.23
H -2.0047 0.2527 -0.3692 0.23
```

## Properties
Charge ... 0
Gap between HOMO and LUMO ... 10.272 eV
ΔE to the lowest compared entry with this formula, charge and spin ... 77.2 kcal/mol
Total energy ... -301.364201 hartree